Computed, not measured: a 2-piece molecular cluster, C8H13N2S overall, with ωB97M-V/def2-TZVPD.

Geometry (Å):
C (3.37, 0.66, 1.35)
C (2.09, 0.31, 1.68)
C (1.99, 1.93, 0.20)
C (-0.82, 1.10, 0.73)
C (-1.55, -1.14, 0.83)
C (0.05, -0.47, -1.04)
C (-2.27, 0.26, -1.16)
C (-1.08, 0.01, -0.17)
N (3.29, 1.69, 0.46)
N (1.27, 1.05, 0.92)
S (-1.40, 2.19, 1.64)
H (4.37, 0.31, 1.80)
H (1.59, -0.60, 2.06)
H (1.58, 2.66, -0.35)
H (-1.85, -2.08, 0.29)
H (-2.49, -0.80, 1.28)
H (-0.99, -1.49, 1.69)
H (0.72, -0.91, -0.36)
H (-0.40, -1.24, -1.78)
H (0.45, 0.43, -1.66)
H (-2.50, -0.70, -1.67)
H (-1.87, 1.01, -1.97)
H (-3.26, 0.73, -0.76)
H (3.97, 2.27, 0.21)

Net charge ... +1
HOMO level ... -13.2 eV
Relative energy (zero: lowest compared OMol25 entry of this formula, charge and spin) ... 55.59 kcal per mole
Gap between HOMO and LUMO ... 0.319 Eh
E_tot ... -819.9901 Eh